Entry 1:
Molecular formula: C27H27As2N3O12RhS2
Method: DFT, ωB97M-V with the def2-TZVPD basis set

## Properties
Kohn-Sham gap (spin up / spin down) in eV: 7.62 / 5.80
Total charge: +1
LUMO (spin up / spin down) in eV: -3.2 / -5.0
Spin multiplicity: 5
HOMO (spin up / spin down) in Ha: -0.399 / -0.398

Positions of all 74 atoms, in Å:
Rh (0.4670, 0.4322, 0.0410)
S (2.0756, -1.2348, 0.8599)
C (3.1387, -0.0861, 0.1848)
N (2.6020, 0.9688, -0.3705)
C (3.5118, 1.7748, -0.9718)
C (3.2409, 2.9190, -1.7195)
C (4.2986, 3.6096, -2.2662)
C (5.6158, 3.1798, -2.0765)
C (5.9021, 2.0422, -1.3467)
C (4.8449, 1.3294, -0.8046)
S (4.8794, -0.1613, 0.0914)
H (2.2170, 3.2382, -1.8619)
H (4.1111, 4.4982, -2.8481)
H (6.4209, 3.7450, -2.5195)
H (6.9173, 1.7096, -1.2043)
C (0.2616, -0.7415, 3.7719)
C (-0.8925, -0.8844, 2.8606)
N (-1.0254, -0.3070, 1.6836)
C (-2.2538, -0.6745, 1.1910)
C (-2.8728, -1.5096, 2.1062)
N (-1.9943, -1.6135, 3.1421)
C (-4.1685, -2.2552, 2.1707)
O (-4.9764, -2.1585, 1.1380)
O (-4.4033, -2.9189, 3.1447)
C (-2.6823, -0.2249, -0.1326)
O (-3.6259, -0.6744, -0.7505)
O (-1.8475, 0.7107, -0.5744)
H (0.8636, 0.1125, 3.4669)
H (0.8884, -1.6329, 3.7406)
H (-0.0797, -0.6011, 4.7953)
H (-2.1913, -2.1830, 3.9559)
H (-4.6375, -1.6247, 0.3851)
C (-3.9182, -0.8204, -4.1919)
O (-2.8072, -0.2597, -3.4853)
C (-3.0755, 0.7716, -2.6935)
O (-4.1188, 1.3506, -2.6131)
C (-1.8391, 1.2117, -1.9169)
C (-1.5615, 2.6300, -2.0070)
As (-1.7277, 3.7486, -3.6060)
C (-3.1770, 3.0261, -4.7282)
C (-0.3170, 2.7149, -4.5645)
C (0.1595, 1.5118, -4.2524)
As (0.0506, 0.5170, -2.5408)
C (-0.1061, -1.3412, -3.1670)
C (1.3490, 0.8462, -4.8643)
O (2.2315, 0.5534, -4.0687)
O (1.4706, 0.5272, -6.1213)
C (0.4561, 0.6739, -7.1077)
C (-0.0358, 3.4588, -5.8382)
O (-0.7954, 3.3532, -6.7663)
O (1.0143, 4.2582, -5.8950)
C (1.7873, 4.5093, -4.7329)
C (-0.6874, 3.3186, -1.0963)
O (-0.2224, 4.4178, -1.3726)
O (-0.3574, 2.7086, 0.0745)
C (0.4616, 3.4934, 0.9454)
H (-3.6403, -1.8385, -4.4519)
H (-4.1302, -0.2419, -5.0928)
H (-4.7943, -0.8139, -3.5444)
H (-4.1281, 3.1338, -4.2088)
H (-3.0226, 1.9936, -5.0268)
H (-3.2044, 3.6390, -5.6306)
H (-0.6442, -1.4288, -4.1083)
H (-0.5987, -1.9320, -2.3913)
H (0.9085, -1.7260, -3.2875)
H (0.7632, 1.4518, -7.8087)
H (-0.5198, 0.9292, -6.6926)
H (0.3960, -0.2792, -7.6332)
H (2.3560, 3.6218, -4.4427)
H (1.1526, 4.8416, -3.9025)
H (2.4666, 5.3093, -5.0181)
H (0.6055, 2.8960, 1.8455)
H (-0.0431, 4.4328, 1.1775)
H (1.4202, 3.7149, 0.4722)

Forces on atoms 1 to 3 (eV/Å):
Rh 0.29 -0.32 0.22
S -0.37 -0.25 0.25
C 0.78 0.17 -0.24


Entry 2:
Molecular formula: C39H37Cl2N2O2S2Se2SiY
Method: DFT, ωB97M-V with the def2-TZVPD basis set

## Properties
Kohn-Sham gap (spin up / spin down) in eV: 4.54 / 4.58
Total charge: -2
LUMO (spin up / spin down) in eV: 3.8 / 3.8
HOMO (spin up / spin down) in Ha: -0.027 / -0.028

Positions of all 88 atoms, in Å:
Y (-0.5417, 1.0632, -0.7780)
O (-0.8611, 1.3935, -3.0533)
C (-1.9814, 2.2773, -3.4114)
C (-2.3468, 3.4637, -2.3392)
C (-2.6847, 4.7892, -3.0992)
O (-1.6365, 5.3992, -3.7801)
C (-3.5897, 2.9428, -1.5747)
Se (-3.6166, 1.3990, -0.4411)
C (-1.1933, 3.7502, -1.3052)
Se (0.7068, 3.6206, -1.9009)
H (0.0318, 1.6258, -3.1421)
H (-2.9145, 1.8754, -3.5564)
H (-1.7258, 2.8960, -4.3877)
H (-3.1772, 5.2218, -2.4104)
H (-3.7073, 4.3826, -3.8108)
H (-0.7544, 5.3907, -3.1651)
H (-4.3895, 2.8550, -2.7629)
H (-4.0141, 4.0959, -0.9009)
H (-1.4530, 3.3627, -0.3082)
H (-1.2824, 4.6018, -0.7548)
S (-3.3466, -4.9980, -3.7151)
C (-4.6526, -4.7221, -4.7327)
C (-4.8900, -3.5009, -4.9052)
C (-3.9869, -2.6647, -4.3812)
C (-3.0668, -3.3035, -3.6526)
C (-1.7998, -2.7698, -2.8474)
C (-1.8960, -1.7023, -2.0053)
N (-0.7623, -1.2595, -1.4561)
C (0.4105, -1.7578, -1.7969)
C (0.7491, -3.0025, -2.5538)
C (1.7831, -3.7313, -2.4648)
C (3.1030, -3.0706, -2.0590)
C (2.9311, -1.7735, -1.5752)
C (4.0258, -1.0613, -0.7714)
C (3.8031, 0.3016, -0.6173)
C (2.5913, 0.7176, -0.5060)
N (1.4874, 0.0780, -0.8619)
C (1.6685, -1.1644, -1.2881)
C (4.7436, 0.9926, 0.3787)
C (4.7903, 2.2781, 0.8352)
C (5.9254, 2.5721, 1.6465)
C (6.6642, 1.4377, 1.9817)
S (6.0927, 0.0944, 1.1047)
C (-0.7956, -3.6395, -3.0698)
H (-5.1724, -5.7503, -4.9809)
H (-5.8800, -2.7639, -5.5306)
H (-3.9453, -1.6821, -4.3300)
H (-2.7330, -1.2586, -1.9204)
H (1.8553, -4.6814, -2.7873)
H (3.7458, -4.0376, -1.8544)
H (5.1391, -1.8531, -1.3328)
H (2.5655, 1.5851, 0.2679)
H (4.0359, 2.9524, 0.5780)
H (5.9831, 3.6696, 1.7679)
H (7.4181, 1.4381, 2.7820)
H (-0.4655, -4.6502, -3.9536)
C (0.3865, 2.0887, 1.3879)
H (-0.7638, 2.9481, 1.7158)
H (1.1344, 2.8172, 1.3549)
Cl (-4.1680, -4.1978, 0.4559)
C (-2.4636, -4.6146, 0.1187)
Cl (-2.1640, -6.2931, -0.3244)
H (-1.8824, -4.4680, 1.0429)
H (-2.0578, -3.7399, -0.7235)
C (2.8297, 2.2392, 6.7425)
C (2.9975, 0.9929, 6.1914)
C (2.2617, 0.6591, 5.0371)
C (1.4736, 1.5296, 4.3593)
C (1.3742, 2.8088, 4.8803)
C (1.9998, 3.1502, 6.1136)
Si (0.8746, 0.8359, 2.5777)
C (-0.2090, -0.6567, 2.9276)
C (0.3007, -1.8162, 3.3192)
C (-0.4977, -2.9454, 3.5369)
C (-1.9165, -2.7977, 3.1988)
C (-2.4854, -1.5763, 2.9188)
C (-1.6521, -0.4738, 2.7471)
H (3.4049, 2.6651, 7.5758)
H (3.7013, 0.3375, 6.5888)
H (2.4244, -0.3816, 4.6586)
H (0.8202, 3.5022, 4.3755)
H (1.9243, 4.0910, 6.4966)
H (2.1508, 0.2064, 2.1373)
H (1.3544, -1.9624, 3.4209)
H (-0.0270, -3.8337, 4.1746)
H (-2.6497, -3.7737, 3.3164)
H (-3.5165, -1.4884, 2.8491)
H (-1.9471, 0.4228, 2.3175)

Forces on atoms 1 to 3 (eV/Å):
Y -0.46 0.80 1.10
O -4.95 -1.90 0.22
C 4.01 5.20 -0.75


Entry 3:
Molecular formula: C5H7NO
Method: DFT, ωB97M-V with the def2-TZVPD basis set

## Properties
Structure (SMILES): C=C=NCC(=C)O
Kohn-Sham gap in eV: 9.91
Total charge: 0
LUMO in eV: 0.8
HOMO in Ha: -0.334

Positions of all 14 atoms, in Å:
C (1.7924, -0.4427, -1.0372)
C (1.7479, -0.2973, 0.2651)
N (1.2890, -0.1884, 1.4159)
C (-0.1821, -0.0997, 1.2936)
C (-0.7784, 0.3511, -0.0251)
C (-1.8226, -0.2777, -0.5391)
O (-0.4476, 1.6128, -0.4414)
H (1.6789, -1.4487, -1.4191)
H (2.1186, 0.3614, -1.6779)
H (-0.6008, -1.0767, 1.5800)
H (-0.5770, 0.6334, 2.0111)
H (-2.5185, 0.2564, -1.1657)
H (-2.0544, -1.2975, -0.2610)
H (0.3546, 1.9136, 0.0008)

Forces on atoms 1 to 3 (eV/Å):
C 1.02 -0.25 0.34
C -0.97 0.01 0.83
N 0.82 -0.09 -1.71


Entry 4:
Molecular formula: C3H4N2S
Method: DFT, ωB97M-V with the def2-TZVPD basis set

## Properties
Structure (SMILES): Sc1cn[nH]c1
Kohn-Sham gap in eV: 9.05
Total charge: 0
LUMO in eV: 0.6
HOMO in Ha: -0.310

Positions of all 10 atoms, in Å:
S (-2.3708, -0.2388, -0.0346)
C (-0.6512, -0.0696, -0.1583)
C (0.0104, -1.3017, -0.0078)
N (1.3272, -1.0492, 0.0012)
N (1.4986, 0.1737, 0.0809)
C (0.3567, 0.9354, -0.0542)
H (-2.5348, 1.1251, 0.6779)
H (-0.5098, -2.2300, -0.0502)
H (2.3478, 0.6777, -0.1683)
H (0.5260, 1.9775, -0.2864)

Forces on atoms 1 to 3 (eV/Å):
S -1.21 4.11 1.30
C 1.04 0.69 1.25
C 1.40 2.30 -0.94


Entry 5:
Molecular formula: C18H46NO13
Method: DFT, ωB97M-V with the def2-TZVPD basis set

## Properties
Kohn-Sham gap in eV: 7.36
Total charge: +1
LUMO in eV: -4.5
HOMO in Ha: -0.435

Positions of all 78 atoms, in Å:
O (1.3146, -2.3883, 3.4328)
C (1.3807, -3.1957, 2.5514)
O (1.9184, -2.9801, 1.3442)
C (2.3821, -1.6516, 1.1104)
C (1.3041, -0.7128, 0.5395)
C (-0.0521, -0.9211, 1.1158)
C (-0.8519, -2.0120, 0.8440)
C (-2.0822, -2.1460, 1.4656)
C (-2.9201, -3.3608, 1.1669)
O (-3.4643, -3.9721, 2.0336)
O (-3.0304, -3.6516, -0.1556)
C (-2.5255, -1.1857, 2.3711)
C (-1.7180, -0.1124, 2.6052)
N (-0.5311, -0.0117, 1.9843)
H (0.9661, -4.2040, 2.6284)
H (3.1685, -1.7299, 0.3657)
H (2.8223, -1.2209, 2.0029)
H (1.6279, 0.2937, 0.8120)
H (1.2939, -0.7291, -0.5467)
H (-0.4983, -2.7476, 0.1397)
H (-2.2013, -3.9884, -0.5222)
H (-3.4727, -1.2869, 2.8760)
H (-1.9671, 0.6798, 3.2937)
H (0.0531, 0.7873, 2.1999)
C (4.0740, 0.7105, -1.8588)
O (3.0511, -0.2861, -1.9610)
H (4.3617, 0.7775, -0.8112)
H (4.9492, 0.4277, -2.4453)
H (3.7035, 1.6777, -2.1958)
H (2.8011, -0.3400, -2.8877)
C (0.9586, 3.1683, -2.3474)
O (1.6049, 2.3320, -3.2987)
H (1.7357, 3.6791, -1.7824)
H (0.3292, 3.9154, -2.8361)
H (0.3420, 2.5863, -1.6531)
H (0.9228, 1.8941, -3.8179)
C (-1.2192, 3.5362, 4.9555)
O (-1.6395, 3.3326, 3.5971)
H (-0.1321, 3.5538, 4.9674)
H (-1.5946, 4.4879, 5.3340)
H (-1.5651, 2.7329, 5.6092)
H (-2.6015, 3.3317, 3.5944)
C (0.4271, 5.4922, 1.3336)
O (0.7021, 5.8587, 2.6815)
H (1.1221, 6.0259, 0.6912)
H (0.5681, 4.4154, 1.1926)
H (-0.5947, 5.7620, 1.0565)
H (0.0829, 5.3799, 3.2391)
C (1.2639, -3.4429, -2.6923)
O (0.3252, -3.7122, -1.6420)
H (1.2059, -2.3790, -2.9031)
H (2.2796, -3.6899, -2.3816)
H (1.0118, -3.9997, -3.5950)
H (0.3725, -4.6547, -1.4526)
C (-4.5767, -7.4172, 2.3032)
O (-5.5999, -6.4962, 2.6508)
H (-5.0130, -8.4121, 2.3239)
H (-4.1936, -7.2191, 1.2971)
H (-3.7479, -7.3791, 3.0165)
H (-5.2168, -5.6147, 2.6302)
C (4.0339, 5.2576, 2.4184)
O (4.3559, 4.3594, 1.3496)
H (4.1147, 6.2704, 2.0351)
H (3.0142, 5.0888, 2.7648)
H (4.7347, 5.1291, 3.2469)
H (4.2926, 3.4659, 1.6938)
C (1.7548, 3.9835, -6.2649)
O (0.7410, 2.9774, -6.2920)
H (2.0735, 4.0724, -5.2301)
H (2.6137, 3.6991, -6.8767)
H (1.3698, 4.9476, -6.6044)
H (0.4394, 2.8789, -7.1987)
C (-4.8010, -3.4068, -3.3723)
O (-3.8624, -2.4236, -3.8038)
H (-5.6856, -3.3101, -3.9948)
H (-4.3996, -4.4165, -3.4916)
H (-5.0837, -3.2498, -2.3286)
H (-3.0759, -2.5075, -3.2598)

Forces on atoms 1 to 3 (eV/Å):
O -0.09 0.24 0.03
C -0.11 0.01 0.20
O -0.13 -0.08 -0.01


Entry 6:
Molecular formula: CH8N3O
Method: DFT, ωB97M-V with the def2-TZVPD basis set

## Properties
Kohn-Sham gap in eV: 10.38
Total charge: +1
LUMO in eV: -2.9
HOMO in Ha: -0.489

Positions of all 13 atoms, in Å:
C (1.4067, 0.1727, -0.2153)
N (2.4915, 0.8328, -0.0325)
N (-2.4856, -0.2623, -0.1971)
N (1.2643, -1.0499, 0.1526)
O (-1.1113, -0.1442, 0.2242)
H (0.4940, 0.4089, -0.6794)
H (3.3162, 0.3760, 0.4422)
H (2.6237, 1.8222, -0.4127)
H (-3.0603, 0.4787, 0.3860)
H (-2.3103, 0.0309, -1.2281)
H (-2.8576, -1.1970, -0.0448)
H (1.9055, -1.6863, 0.6120)
H (0.4002, -1.5244, 0.1981)

Forces on atoms 1 to 3 (eV/Å):
C -0.28 -1.60 0.15
N 2.86 2.54 -0.14
N 1.61 3.33 -0.30


Entry 7:
Molecular formula: C4H8O2
Method: DFT, ωB97M-V with the def2-TZVPD basis set

## Properties
Kohn-Sham gap in eV: 7.75
Total charge: 0
LUMO in eV: 0.7
HOMO in Ha: -0.260

Positions of all 14 atoms, in Å:
O (0.1675, -0.4349, -1.4179)
C (0.6755, 0.8304, -0.6784)
C (-1.1486, -0.3410, -0.5778)
C (-0.9832, -0.0907, 0.9382)
O (0.3130, -0.4671, 1.3225)
C (1.2756, 0.2987, 0.5628)
H (0.7493, -1.2332, -1.2675)
H (1.3555, 1.3473, -1.3402)
H (-1.5483, -1.3340, -0.7678)
H (-1.7263, 0.4477, -1.0645)
H (-1.6688, -0.7448, 1.4974)
H (-1.1997, 0.9576, 1.1972)
H (1.6143, 1.1733, 1.1335)
H (2.1241, -0.4093, 0.4625)

Forces on atoms 1 to 3 (eV/Å):
O -0.75 0.36 0.98
C 0.63 0.73 0.16
C -0.08 -0.78 -0.44


Entry 8:
Molecular formula: C2H10NS
Method: DFT, ωB97M-V with the def2-TZVPD basis set

## Properties
Kohn-Sham gap in eV: 8.87
Total charge: +1
LUMO in eV: -3.9
HOMO in Ha: -0.469

Positions of all 14 atoms, in Å:
N (0.7237, 1.0929, -2.4449)
H (0.2205, 1.9774, -2.3839)
H (0.4501, 0.6063, -3.3018)
H (1.7271, 1.2902, -2.4472)
H (0.5279, 0.4510, -1.6320)
C (0.5374, -1.2432, 1.6982)
S (-0.1734, -0.5064, 0.1580)
C (-1.2079, 0.8435, 0.8187)
H (1.5223, -1.6632, 1.5293)
H (-0.1463, -2.0449, 1.9629)
H (0.5242, -0.4488, 2.4331)
H (-0.7200, 1.8120, 0.6911)
H (-2.1402, 0.7715, 0.2696)
H (-1.3590, 0.7795, 1.8939)

Forces on atoms 1 to 3 (eV/Å):
N 0.22 -0.24 -0.27
H -0.13 -0.07 0.16
H 0.15 0.13 -0.05


| no. | calculated total energy (eV) |
| --- | --- |
| 1 | -203825.0185 |
| 2 | -234431.6702 |
| 3 | -8833.2350 |
| 4 | -16989.1664 |
| 5 | -47509.5519 |
| 6 | -7675.5744 |
| 7 | -8367.5150 |
| 8 | -14554.7919 |